This record from OMol25 describes 2 unconnected molecules or ions with the total composition C5H13NO2 at a distorted geometry. The level of theory is ωB97M-V/def2-TZVPD.

As for the spin multiplicity: 1. The maximum force comes out at 4.10 eV Å⁻¹. Its charge is 0. The SMILES is CCCCNC=O.O.

Last column: natural (NBO) charge in e.
Geometry (Å):
1 C 0.64115 2.84161 -0.28473  -0.608
2 C 0.62831 1.41195 -0.86248  -0.397
3 C -0.56276 0.54644 -0.46623  -0.396
4 C -0.64926 -0.85499 -1.33647  -0.233
5 N -1.10895 -1.81598 -0.31022  -0.635
6 C -0.28772 -2.89979 -0.04263  0.544
7 O 0.76969 -3.15436 -0.55013  -0.597
8 H -0.18336 3.39400 -0.69684  0.206
9 H 0.50447 2.93940 0.79437  0.197
10 H 1.64346 3.14807 -0.57424  0.215
11 H 1.47591 0.72895 -0.67978  0.215
12 H 0.58128 1.60773 -1.94812  0.193
13 H -0.43419 0.31326 0.58734  0.186
14 H -1.61259 0.85427 -0.53193  0.192
15 H -1.41826 -0.55047 -2.01320  0.191
16 H 0.23974 -1.33415 -1.73934  0.234
17 H -1.54230 -1.42224 0.51178  0.389
18 H -0.83204 -3.63451 0.61722  0.102
19 O 0.66745 -0.86225 2.85753  -0.956
20 H 1.32478 -1.14242 3.51796  0.484
21 H 0.15521 -0.11453 3.15015  0.474

***

This record from OMol25 describes 2 unconnected molecules or ions with the total composition C5H13NO2 at a distorted geometry. The level of theory is ωB97M-V/def2-TZVPD.

As for the spin multiplicity: 1. The maximum force comes out at 3.59 eV Å⁻¹. Its charge is 0. The SMILES is C[C@H](N)O.CCC=O.

Last column: natural (NBO) charge in e.
Geometry (Å):
1 C -2.20813 -0.45485 1.15556  -0.654
2 C -0.72436 -0.17780 1.25556  0.274
3 N 0.00960 -1.16641 1.97590  -0.872
4 O -0.52223 1.05800 1.89940  -0.736
5 H -2.40866 -1.42287 0.68889  0.219
6 H -2.71034 0.33869 0.59512  0.221
7 H -2.67129 -0.46876 2.14818  0.220
8 H -0.16122 0.11715 0.19482  0.170
9 H 0.29222 -1.91603 1.33597  0.388
10 H -0.56538 -1.59737 2.69538  0.367
11 H 0.35474 0.97611 2.30789  0.480
12 C 1.34388 1.50421 -2.14932  -0.619
13 C 1.53722 0.35956 -1.17703  -0.498
14 C 0.34637 -0.73800 -1.24254  0.388
15 O 0.57598 -1.93720 -1.08121  -0.566
16 H 0.53004 2.16121 -1.82688  0.210
17 H 1.11348 1.13533 -3.15357  0.208
18 H 2.25614 2.10547 -2.21837  0.224
19 H 2.42704 -0.22060 -1.42998  0.227
20 H 1.71059 0.72377 -0.16220  0.220
21 H -0.52570 -0.37960 -1.81160  0.129

***

This record from OMol25 describes 2 unconnected molecules or ions with the total composition C5H13NO2. The level of theory is ωB97M-V/def2-TZVPD.

As for the spin multiplicity: 1. The maximum force comes out at 0.54 eV Å⁻¹. Its charge is 0. The SMILES is CC(O)O.C=CCN.

Last column: natural (NBO) charge in e.
Geometry (Å):
1 C 2.83328 -1.35916 -0.86695  -0.640
2 C 1.33647 -1.06456 -0.82275  0.375
3 O 0.74014 -1.57932 0.34400  -0.740
4 O 1.15930 0.30935 -0.92035  -0.770
5 H 3.00085 -2.42547 -0.75865  0.211
6 H 3.24550 -1.01605 -1.81211  0.217
7 H 3.32975 -0.82906 -0.05806  0.206
8 H 0.82317 -1.59443 -1.64264  0.125
9 H 1.12286 -1.11480 1.10032  0.468
10 H 0.19455 0.51134 -0.88821  0.501
11 C -0.80942 2.00001 1.50639  -0.409
12 C -1.63733 0.97427 1.55768  -0.183
13 C -2.06906 0.13550 0.39267  -0.271
14 N -1.60621 0.66758 -0.88404  -0.848
15 H -0.34746 2.31985 0.58801  0.200
16 H -0.54298 2.55071 2.39284  0.202
17 H -2.07027 0.66228 2.49975  0.200
18 H -3.16674 0.02432 0.43462  0.179
19 H -1.63339 -0.86468 0.50669  0.233
20 H -1.96360 1.60789 -1.02462  0.370
21 H -1.93944 0.08443 -1.64461  0.375

***

This record from OMol25 describes 2 unconnected molecules or ions with the total composition C5H13NO2 at a distorted geometry. The level of theory is ωB97M-V/def2-TZVPD.

As for the spin multiplicity: 1. The maximum force comes out at 2.76 eV Å⁻¹. Its charge is 0. The SMILES is CCCNC(C)=O.O.

Last column: natural (NBO) charge in e.
Geometry (Å):
1 C 1.64400 -2.69902 -0.28680  -0.631
2 C 1.55417 -1.20340 -0.18970  -0.412
3 C 0.17873 -0.78704 0.40663  -0.217
4 N -0.11473 0.60733 0.12696  -0.640
5 C -1.14645 1.19008 -0.59974  0.692
6 C -2.37625 0.33957 -0.61614  -0.719
7 O -1.08299 2.37414 -0.86560  -0.627
8 H 1.11038 -3.18312 -1.11291  0.213
9 H 2.69214 -3.08701 -0.34637  0.220
10 H 1.41650 -3.23502 0.64090  0.212
11 H 2.35341 -0.77199 0.42681  0.198
12 H 1.67064 -0.66900 -1.11825  0.215
13 H -0.49728 -1.46812 -0.14360  0.192
14 H -0.04601 -1.07266 1.43409  0.196
15 H 0.58388 1.14323 0.62245  0.399
16 H -2.17586 -0.62285 -1.10400  0.229
17 H -3.19320 0.86929 -1.07875  0.240
18 H -2.71740 0.26326 0.42681  0.241
19 O 0.04913 4.13691 1.52529  -0.950
20 H 0.77779 4.09282 0.88537  0.465
21 H -0.68061 3.78260 0.96653  0.484

***

Relative energy (zero: lowest compared OMol25 entry of this formula, charge and spin) values, unit kcal/mol, following the record order: 44.3, 55.0, 34.2, 24.7.